# 1
# C5H5NOS

The molecule C5H5NOS in a non-equilibrium geometry (ωB97M-V/def2-TZVPD, the OMol25 dataset).

## Properties
Gap between HOMO and LUMO, Eh: 0.315
SMILES string: c1nc2c(s1)OCC2
HOMO energy, hartree: -0.2848
ΔE to the lowest compared entry with this formula, charge and spin, kJ/mol: 204.4

Cartesian coordinates (Å):
C (-2.2381, 1.1885, 0.0288)
C (-0.1382, 0.6237, -0.1531)
C (-0.8204, -0.6660, -0.1042)
C (1.2928, 0.3668, -0.1086)
C (1.3182, -1.1051, 0.2729)
N (-1.0042, 1.6219, -0.1442)
O (0.0003, -1.6748, -0.0749)
S (-2.4844, -0.5697, 0.1686)
H (-3.1439, 1.7042, -0.1779)
H (1.7432, 0.4926, -1.1239)
H (1.8992, 0.8894, 0.6424)
H (2.0648, -1.4213, -0.4647)
H (1.5106, -1.4502, 1.2389)

Löwdin population analysis, charges in e, atoms 1 to 6: -0.445, -0.320, -0.611, -0.112, -0.103, 0.034

***

# 2
# C5H5NS

The molecule C5H5NS in a non-equilibrium geometry (ωB97M-V/def2-TZVPD, the OMol25 dataset).

## Properties
Gap between HOMO and LUMO, Eh: 0.301
SMILES string: C#CC(=S)N1CC1
HOMO energy, hartree: -0.3259
ΔE to the lowest compared entry with this formula, charge and spin, kJ/mol: 342.5

Cartesian coordinates (Å):
C (-0.7079, 1.0930, -0.2494)
C (-1.2124, 0.1671, 0.7531)
C (-1.7031, -0.6111, 1.5212)
C (1.4684, 0.0755, -0.0485)
C (0.7127, -0.7275, -1.0062)
H (-2.3033, -1.2374, 2.2199)
H (1.2025, 0.0161, 0.9957)
H (2.4721, 0.4192, -0.2069)
H (1.1991, -0.9872, -1.9600)
H (-0.0493, -1.4054, -0.6124)
N (0.4712, 0.7269, -0.8885)
S (-1.5499, 2.4709, -0.5181)

Löwdin population analysis, charges in e, atoms 1 to 6: -0.840, -0.211, 0.137, -0.129, -0.106, 0.069

***

# 3
# C5H5NS

A structure of composition C5H5NS in a non-equilibrium geometry (ωB97M-V/def2-TZVPD, the OMol25 dataset).

## Properties
Gap between HOMO and LUMO, Eh: 0.331
HOMO energy, hartree: -0.3177
ΔE to the lowest compared entry with this formula, charge and spin, kJ/mol: 257.7

Cartesian coordinates (Å):
C (0.3403, -0.3068, 0.3205)
C (-0.1878, -0.4017, -1.1538)
C (-1.0180, 0.3891, 0.5017)
C (-0.6689, 1.6343, -0.3277)
C (-0.1003, 1.1168, -1.4354)
H (0.1822, -1.1545, -1.8594)
H (-2.3162, -0.2526, -1.0291)
H (-1.5369, 0.4728, 1.4667)
H (-0.8135, 2.6615, -0.0294)
H (0.3102, 1.5783, -2.3013)
N (-1.5204, -0.6330, -0.4741)
S (1.5391, -0.8415, 1.2274)

Löwdin population analysis, charges in e, atoms 1 to 6: -0.740, -0.251, -0.291, -0.032, -0.022, 0.135

***

Number 2 is which compound? C5H5NS